# 1
This record from OMol25 describes an isolated ion of composition C2H5N2S2 and charge +1. The level of theory is wB97M-V/def2-TZVPD.

Cartesian coordinates (Å):
C -0.71042 -0.10549 -0.42766
C 1.41948 0.75992 -0.19419
N -0.60712 -0.65998 0.71159
N 0.28705 0.58912 -0.96712
S 1.03859 -0.26313 1.40410
S -2.02204 -0.94125 1.65211
H -1.65541 -0.22350 -1.09266
H 2.26470 0.45433 -0.74909
H 1.68793 1.88300 0.18443
H 0.37277 0.73430 -1.99228
H -2.07554 -2.22732 1.47080

E_HOMO in eV: -13.71
Total charge: +1
LUMO energy in eV: -4.298

---

# 2
This record from OMol25 describes an isolated ion of composition C2H5N2S3 and charge +1. The level of theory is wB97M-V/def2-TZVPD.

Cartesian coordinates (Å):
C -0.55309 -0.15830 -0.65950
C -0.40475 -1.44940 -0.77056
N 0.45267 2.19668 -0.72480
N -0.76788 -2.41880 0.17384
S 1.00179 0.97750 1.89763
S -0.80879 1.33604 -1.24922
S 1.83740 1.57067 0.19416
H -0.05515 -1.91148 -1.73140
H 0.29373 3.28226 -0.63333
H -1.23701 -2.03468 1.05415
H -0.83354 -3.41307 -0.09957
H 1.07462 2.02260 2.54860

E_HOMO in eV: -13.56
Total charge: +1
LUMO energy in eV: -5.457

---

# 3
This record from OMol25 describes C2H5N3 in the gas phase. The level of theory is wB97M-V/def2-TZVPD.

Cartesian coordinates (Å):
C 1.70451 -0.24949 0.14643
C -0.78530 -0.28610 0.16810
N 2.62698 0.40602 0.10944
N -0.65965 1.13753 -0.16669
N 0.39316 -1.00032 -0.17159
H -1.76558 -0.76717 -0.40010
H -1.02354 -0.34838 1.16662
H 0.04687 1.73985 0.32008
H -0.82253 1.37422 -1.13798
H 0.28508 -2.00615 -0.03431

E_HOMO in eV: -9.75
Total charge: 0
LUMO energy in eV: 0.722

---

# 4
This record from OMol25 describes a 2-piece molecular cluster, C2H5N3 overall. The level of theory is wB97M-V/def2-TZVPD.

Cartesian coordinates (Å):
C 1.70515 -0.38216 -0.11045
C 0.77006 0.46201 -0.58747
N -1.60353 -1.17521 0.24443
N -0.22107 1.12321 -0.84017
N -2.04796 -0.06215 0.16796
H 2.18522 -1.11750 -0.58171
H 2.08434 -0.12315 0.83040
H -1.05709 -1.49999 1.10019
H -0.11756 2.18289 -1.04518
H -1.69755 0.59205 0.82201

E_HOMO in eV: -8.44
Total charge: 0
LUMO energy in eV: 0.795

---

# 5
This record from OMol25 describes a 2-piece molecular cluster, C2H5N3 overall. The level of theory is wB97M-V/def2-TZVPD.

Cartesian coordinates (Å):
C 1.07051 -1.21054 -0.71773
C -1.43898 1.36254 0.77549
N 1.70799 -0.21617 -0.53701
N -0.21617 1.47595 1.04255
N 0.22051 -2.03632 -0.67256
H -1.86016 0.47511 0.34522
H -2.30676 2.01428 0.80926
H 2.19433 0.35502 -1.17402
H 0.32095 0.74349 0.66514
H 0.30777 -2.96335 -0.53635

E_HOMO in eV: -9.43
Total charge: 0
LUMO energy in eV: 0.759

---

# 6
This record from OMol25 describes C2H5N3O as an isolated structure. The level of theory is wB97M-V/def2-TZVPD.

Cartesian coordinates (Å):
N 0.33817 0.95017 0.86953
C 0.46169 -0.17810 0.08844
N 0.87575 -1.45052 0.27782
C -1.00920 0.85941 -0.45560
N 0.16933 0.40271 -1.19979
O -1.54458 -0.27649 -0.06548
H 0.08394 0.72390 1.83021
H 0.42427 -2.10821 -0.33983
H 0.93606 -1.76396 1.23581
H 0.84608 1.14119 -1.38638
H -1.58152 1.69990 -0.85473

E_HOMO in eV: -8.92
Total charge: 0
LUMO energy in eV: 0.827

---

# 7
This record from OMol25 describes C2H5N3O in the gas phase. The level of theory is wB97M-V/def2-TZVPD.

Cartesian coordinates (Å):
C -1.63633 -0.44751 -0.01528
C 0.61782 0.53450 -0.10049
N -2.29002 -1.37480 0.14009
N 1.02161 -0.73217 -0.76096
N -0.79750 0.60979 -0.11763
O 1.25383 0.65914 1.10878
H 0.99629 1.24686 -0.84479
H 0.14782 -0.97908 -1.18640
H 1.16415 -1.26101 0.02674
H -1.20621 1.56474 0.02818
H 0.72855 0.17954 1.72176

E_HOMO in eV: -10.33
Total charge: 0
LUMO energy in eV: 0.453

---

# 8
This record from OMol25 describes C2H5N3O as an isolated structure. The level of theory is wB97M-V/def2-TZVPD.

Cartesian coordinates (Å):
C 0.88318 -0.31791 0.03378
N -0.30124 0.28425 -0.40625
C 0.11615 -0.85976 -1.46368
N -1.41620 0.88692 0.99134
N -0.66763 0.89890 1.90920
O 0.38724 -0.51158 -2.60028
H -0.15056 1.16261 -0.90047
H -1.09180 1.17180 2.81662
H 1.79360 0.26613 0.08989
H 0.74381 -1.14292 0.72143
H -0.29654 -1.83846 -1.19157

E_HOMO (alpha / beta) in eV: -7.87 / -7.86
Total charge: 0
LUMO energy (alpha / beta) in eV: 0.211 / 0.208

---

# 9
This record from OMol25 describes C2H5N3O in the gas phase. The level of theory is wB97M-V/def2-TZVPD.

Cartesian coordinates (Å):
N 0.22412 1.86998 1.30586
C 0.33174 0.94516 0.44176
O 1.34167 1.10121 -0.43382
N -0.42083 -0.19416 0.25721
C -0.24293 -1.16800 -0.71498
N -1.02241 -2.16877 -0.74848
H 1.67918 1.94290 -0.07965
H -0.52633 1.77447 1.97148
H -1.18712 -0.35184 0.89667
H 0.59297 -0.95898 -1.38482
H -0.77006 -2.79198 -1.51124

E_HOMO in eV: -9.53
Total charge: 0
LUMO energy in eV: 0.796

---

# 10
This record from OMol25 describes C2H5N3O in the gas phase. The level of theory is wB97M-V/def2-TZVPD.

Cartesian coordinates (Å):
C -0.71068 0.67853 -0.03270
C 0.75572 0.66235 0.01125
H -3.20763 0.55458 0.17859
H -3.14997 -1.10168 0.46979
H -1.16965 1.67803 -0.12890
H 1.28564 1.60042 0.17206
H 3.18808 -1.07120 -0.16013
N -2.75876 -0.32268 -0.06160
N -1.41418 -0.40008 0.00177
N 1.41988 -0.44188 -0.08379
O 2.75684 -0.19412 0.07533

E_HOMO in eV: -8.48
Total charge: 0
LUMO energy in eV: 0.638

---

# 11
This record from OMol25 describes C2H5N3O as an isolated structure. The level of theory is wB97M-V/def2-TZVPD.

Cartesian coordinates (Å):
C -1.08824 1.90471 0.56480
C -0.41417 -0.26475 0.24067
N -1.51613 2.94018 0.30275
N -0.57637 -0.34361 -1.09306
N -0.61392 0.76190 0.98095
O 0.02691 -1.39330 0.80688
H 2.41137 -0.61938 -0.12378
H -1.02120 0.40505 -1.59482
H -0.46948 -1.23874 -1.53928
H 3.11764 -0.90089 -0.30090
H 0.14359 -1.25116 1.75580

E_HOMO in eV: -9.81
Total charge: 0
LUMO energy in eV: 0.526

---

# 12
This record from OMol25 describes C2H5N3O in the gas phase. The level of theory is wB97M-V/def2-TZVPD.

Cartesian coordinates (Å):
C 1.32863 -0.77547 -0.57073
N -1.47687 0.13761 1.39242
C -0.87628 1.24359 -0.23233
N -0.40898 0.09408 0.67156
N 0.34260 -0.89035 0.47361
O -1.01653 1.12911 -1.40388
H -1.67587 -0.76861 1.82178
H -0.98264 2.14618 0.37725
H 0.99525 -1.34024 -1.44426
H 1.52356 0.25357 -0.88294
H 2.24712 -1.22946 -0.20249

E_HOMO in eV: -9.04
Total charge: 0
LUMO energy in eV: 0.348

---

# 13
This record from OMol25 describes C2H5N3O2 in the gas phase. The level of theory is wB97M-V/def2-TZVPD.

Cartesian coordinates (Å):
C 0.38492 -0.83220 0.24029
C 0.10378 -0.44168 -1.09468
H -0.10424 -0.68723 2.55096
H 1.18357 0.09937 2.56759
H -0.17790 1.24417 0.68349
H 0.72172 -0.84069 -2.12512
H -1.39093 1.50427 -2.76563
N 0.18728 0.46033 2.43249
N 0.06620 0.24339 0.97276
N -1.06352 0.40743 -1.24409
O 0.71489 -1.91542 0.54115
O -0.62579 0.75826 -2.75922

E_HOMO in eV: -10.00
Total charge: 0
LUMO energy in eV: -0.530

---

# 14
This record from OMol25 describes C2H5N3O2 as an isolated structure. The level of theory is wB97M-V/def2-TZVPD.

Cartesian coordinates (Å):
C 1.06755 0.06222 0.09059
C -0.58483 -1.44710 0.02885
H -1.44615 0.37651 -0.54857
H -1.64351 0.84863 1.10705
H 0.15631 1.85812 -0.54865
H 2.70899 0.61699 -0.75660
H -0.67826 -2.52762 0.44669
N -1.21221 1.07784 0.25354
N 0.22098 1.14366 0.26792
N 2.22076 -0.19659 -0.40836
O 0.60102 -1.10645 0.74356
O -1.41064 -0.70621 -0.67602

E_HOMO in eV: -8.33
Total charge: 0
LUMO energy in eV: -0.221

---

# 15
This record from OMol25 describes a 2-piece molecular cluster, C2H5N3O2 overall. The level of theory is wB97M-V/def2-TZVPD.

Cartesian coordinates (Å):
N 0.39102 0.51892 -0.83085
C -1.05999 -1.45883 0.49095
N 1.59245 0.51774 -0.08338
C -0.62295 1.40520 -0.53180
O -2.05881 -0.89677 0.26601
N -0.04057 -1.97841 0.85097
O -0.64646 2.06132 0.47889
H 0.49234 0.13409 -1.75648
H 1.61213 -0.33458 0.48144
H 1.52333 1.30365 0.56534
H 0.16058 -2.77111 1.42875
H -1.34305 1.49876 -1.35983

E_HOMO in eV: -9.24
Total charge: 0
LUMO energy in eV: 0.647

---

# 16
This record from OMol25 describes C2H5N3O2 in the gas phase. The level of theory is wB97M-V/def2-TZVPD.

Cartesian coordinates (Å):
C 0.35377 1.20845 0.27793
C -0.06027 -0.05652 0.72469
N 0.23527 2.39233 0.06079
N 2.05725 -0.76423 -0.19109
N -1.27106 -0.53608 0.07314
O 2.35524 0.53834 -0.09968
O 1.15822 -1.03557 0.81092
H -0.15761 0.00929 1.89089
H 1.04836 2.88518 -0.26666
H 1.71559 -1.04993 -1.22932
H -1.64481 -1.44853 0.39660
H -1.32877 -0.67978 -0.89665

E_HOMO (alpha / beta) in eV: -7.89 / -7.89
Total charge: 0
LUMO energy (alpha / beta) in eV: 0.161 / 0.161

---

# 17
This record from OMol25 describes an isolated ion of composition C2H5N3O2P and charge +1. The level of theory is wB97M-V/def2-TZVPD.

Cartesian coordinates (Å):
O -1.49742 -1.61285 1.22522
P -1.23636 -0.05056 1.52299
O 0.04981 -0.21244 2.48434
N -0.27745 0.30379 -0.02850
C -0.40116 1.33124 -0.92943
N 0.48139 1.24417 -1.87630
N 1.17885 0.13929 -1.56865
C 0.74477 -0.43805 -0.47093
H -1.67842 -1.79002 0.29260
H 0.70689 0.47813 2.32013
H -1.14619 2.10355 -0.83291
H 1.95298 -0.16662 -2.14241
H 1.12231 -1.32963 0.00385

E_HOMO in eV: -14.67
Total charge: +1
LUMO energy in eV: -4.049

---

# 18
This record from OMol25 describes C2H5N3O3 in the gas phase. The level of theory is wB97M-V/def2-TZVPD.

Cartesian coordinates (Å):
C 1.83469 -0.61742 -0.56285
C -1.48802 0.14370 1.19541
N 0.62848 0.20351 -0.70409
N 0.67266 1.44566 -0.30757
N -1.71991 -0.36114 0.04080
O -0.31334 2.11504 -0.31257
O -0.61848 -0.49007 -0.93795
O -2.79612 -0.61674 -0.49280
H 1.78562 -1.41559 -1.18370
H 2.04150 -0.75186 0.57452
H 2.79087 -0.12025 -0.82119
H -2.30118 0.11888 1.93606
H -0.51677 0.34628 1.57593

E_HOMO in eV: -9.42
Total charge: 0
LUMO energy in eV: 0.338

---

# 19
This record from OMol25 describes C2H5N3OS in the gas phase. The level of theory is wB97M-V/def2-TZVPD.

Cartesian coordinates (Å):
C 1.14074 0.31589 -0.78652
C 0.78837 -0.91330 -0.00329
H 0.23042 1.18700 1.47285
H 0.52010 2.81452 0.99501
H 1.82613 0.18260 -1.60493
H -0.70015 -1.73195 1.02807
H -1.92792 0.91951 0.51510
N 0.31143 1.88925 0.66634
N 1.04232 1.53517 -0.39870
N -0.50613 -0.95485 0.39797
O 1.56673 -1.81841 0.27938
S -1.87440 -0.15793 -0.28510

E_HOMO in eV: -9.42
Total charge: 0
LUMO energy in eV: 0.625

---

# 20
This record from OMol25 describes C2H5N3OS in the gas phase. The level of theory is wB97M-V/def2-TZVPD.

Cartesian coordinates (Å):
C 0.68923 -0.20368 0.58965
C -1.81437 -0.35741 -0.00371
H 2.72917 -0.04904 0.43855
H 1.73708 0.52326 -0.84425
H -0.34579 -1.40363 1.90535
H 0.09934 2.01907 -1.68807
H -2.32893 0.23270 -0.81044
N 1.82589 0.38891 0.13243
N 0.59354 -0.93919 1.54838
N -0.53136 0.26336 -0.16938
O -2.33097 -1.19610 0.76924
S -0.32283 0.72175 -1.86776

E_HOMO in eV: -9.64
Total charge: 0
LUMO energy in eV: 0.218